(1)
This record from OMol25 describes a single C21H30N2O4S molecule. The level of theory is ωB97M-V/def2-TZVPD.

Summary:
Maximum force, eV Å⁻¹: 1.00
SMILES string: Cc1cc2c3c([nH]c2cc1S(=O)(=O)NCCCOC(C)C)CC(C)(C)CC3=O
ΔE to the lowest compared entry with this formula, charge and spin, eV: 0.000
LUMO level, eV: 0.4

Each line ends with the Mulliken charge.
Cartesian coordinates (Å):
1 C 2.248 -1.407 -1.935  -1.97
2 C 1.514 -0.187 -1.479  0.78
3 C 1.335 0.887 -2.336  -0.95
4 C 0.640 2.007 -1.895  0.13
5 C 0.121 2.045 -0.579  -1.02
6 C 0.291 0.978 0.286  -0.54
7 C 0.986 -0.116 -0.184  0.62
8 S 1.189 -1.460 0.980  1.40
9 O 2.576 -1.817 1.092  -0.69
10 O 0.478 -1.111 2.180  -0.71
11 N 0.388 -2.722 0.211  -0.14
12 H 1.050 -3.421 -0.090  0.34
13 C -0.778 -3.288 0.854  -1.02
14 C -0.463 -4.495 1.736  -0.33
15 C 0.536 -4.154 2.850  -0.31
16 O 0.811 -5.269 3.667  -0.42
17 C -0.075 -5.464 4.761  0.81
18 C -0.030 -6.948 5.113  -1.49
19 H -0.336 -7.544 4.257  0.35
20 H 0.986 -7.225 5.379  0.33
21 H -0.690 -7.158 5.950  0.41
22 C 0.334 -4.603 5.959  -1.31
23 H 0.338 -3.550 5.690  0.32
24 H 1.334 -4.880 6.282  0.31
25 H -0.361 -4.751 6.781  0.39
26 H -1.100 -5.195 4.460  0.20
27 H 1.494 -3.854 2.416  0.09
28 H 0.159 -3.308 3.436  0.31
29 H -0.047 -5.302 1.127  0.24
30 H -1.394 -4.858 2.178  0.32
31 H -1.496 -3.570 0.076  0.37
32 H -1.206 -2.485 1.457  0.42
33 H -0.084 0.970 1.297  0.59
34 N -0.509 3.256 -0.405  -0.02
35 C -0.404 3.982 -1.547  -0.09
36 C 0.294 3.261 -2.495  0.51
37 C 0.553 3.768 -3.828  0.72
38 O 1.101 3.141 -4.711  -0.67
39 C 0.099 5.209 -4.021  -1.23
40 H -0.028 5.389 -5.089  0.44
41 H 0.923 5.841 -3.676  0.40
42 C -1.181 5.584 -3.260  1.69
43 C -1.494 7.064 -3.489  -2.09
44 H -2.388 7.354 -2.940  0.42
45 H -1.666 7.255 -4.545  0.44
46 H -0.669 7.691 -3.159  0.43
47 C -2.351 4.736 -3.763  -1.82
48 H -2.495 4.890 -4.830  0.43
49 H -3.271 5.012 -3.252  0.43
50 H -2.165 3.678 -3.596  0.39
51 C -0.966 5.338 -1.753  -1.04
52 H -1.906 5.456 -1.209  0.52
53 H -0.263 6.083 -1.363  0.35
54 H -0.969 3.551 0.440  0.22
55 H 1.730 0.868 -3.340  0.57
56 H 2.849 -1.182 -2.812  0.46
57 H 2.889 -1.777 -1.139  0.40
58 H 1.537 -2.191 -2.195  0.29

Cartesian forces (eV/Å) of the 3 atoms listed first:
C 0.0937 -0.0429 -0.1534
C 0.1310 0.0137 -0.2396
C -0.0203 -0.1363 0.2163

(2)
This record from OMol25 describes a single C9H9NO2 molecule. The level of theory is ωB97M-V/def2-TZVPD.

Summary:
Maximum force, eV Å⁻¹: 2.87
SMILES string: O=C(O)[C@H]1Cc2ccccc2N1
ΔE to the lowest compared entry with this formula, charge and spin, eV: 1.006
LUMO level, eV: 0.5

Each line ends with the Mulliken charge.
Cartesian coordinates (Å):
1 C -0.355 -0.786 2.762  0.41
2 C 0.199 0.269 1.740  0.19
3 C 1.282 -0.083 0.723  -0.89
4 C 0.601 0.014 -0.630  1.32
5 C 1.111 -0.209 -1.868  -0.67
6 C 0.328 0.120 -2.959  -0.35
7 C -0.941 0.648 -2.790  -0.55
8 C -1.502 0.687 -1.508  -0.68
9 C -0.669 0.507 -0.407  -0.33
10 H 0.445 -2.084 3.992  0.36
11 H 0.538 1.207 2.262  0.25
12 H 2.111 0.630 0.756  0.30
13 H 1.729 -1.067 0.831  0.37
14 H 2.060 -0.622 -2.277  0.27
15 H 0.788 0.068 -3.962  0.30
16 H -1.546 1.017 -3.598  0.39
17 H -2.514 1.039 -1.509  0.35
18 H -1.807 0.374 1.197  0.25
19 N -0.910 0.617 0.899  -0.32
20 O 0.526 -1.678 3.161  -0.42
21 O -1.475 -0.666 3.184  -0.56

Cartesian forces (eV/Å) of the 3 atoms listed first:
C -0.1333 1.7203 0.0806
C -0.1032 0.0788 0.1951
C 1.0535 -0.6723 -0.6326

(3)
This record from OMol25 describes a single C2H3N3 molecule. The level of theory is ωB97M-V/def2-TZVPD.

Summary:
Maximum force, eV Å⁻¹: 0.42
SMILES string: c1cn[nH]n1
ΔE to the lowest compared entry with this formula, charge and spin, eV: 0.603
LUMO level, eV: 1.2

Each line ends with the Mulliken charge.
Cartesian coordinates (Å):
1 N 1.224 -0.021 -0.007  0.33
2 N 0.566 1.108 0.188  -0.52
3 C -0.707 0.718 0.172  -0.16
4 C -0.744 -0.679 -0.046  -0.15
5 N 0.506 -1.116 -0.135  -0.50
6 H 2.226 -0.097 0.029  0.24
7 H -1.497 1.455 0.269  0.39
8 H -1.565 -1.372 -0.201  0.38

Cartesian forces (eV/Å) of the 3 atoms listed first:
N 0.1534 -0.1760 0.2078
N -0.1455 -0.3588 0.0441
C 0.0206 -0.0590 -0.2675

(4)
This record from OMol25 describes 2 unconnected molecules or ions with the total composition CH3IOS2. The level of theory is ωB97M-V/def2-TZVPD.

Summary:
Maximum force, eV Å⁻¹: 5.52
ΔE to the lowest compared entry with this formula, charge and spin, eV: 2.422
LUMO level, eV: -1.3

Each line ends with the Mulliken charge.
Cartesian coordinates (Å):
1 C -0.963 0.089 -0.445  -0.17
2 O -1.470 -2.239 0.991  -0.62
3 S -1.165 0.762 -3.298  -0.33
4 S -0.076 0.315 -1.749  0.09
5 I -1.125 -2.077 2.944  0.27
6 H -0.478 -0.316 0.515  0.09
7 H -1.963 0.111 -0.391  0.33
8 H -2.353 -2.216 0.948  0.35

Cartesian forces (eV/Å) of the 3 atoms listed first:
C 4.1085 -1.1963 2.1834
O 5.2403 -0.3775 0.9458
S 0.2625 -0.0217 0.1396

(5)
This record from OMol25 describes 7 unconnected molecules or ions with the total composition C5H25N2O7. The level of theory is ωB97M-V/def2-TZVPD.

Summary:
Charge: -1
Maximum force, eV Å⁻¹: 2.49
ΔE to the lowest compared entry with this formula, charge and spin, eV: 1.677
LUMO level, eV: 2.8

Each line ends with the Mulliken charge.
Cartesian coordinates (Å):
1 C 1.983 -2.149 0.396  -1.06
2 N 1.195 -1.236 -0.457  0.12
3 C -0.161 -0.927 0.066  -0.17
4 C -0.339 0.609 -0.074  0.50
5 C -0.527 1.276 1.294  -0.61
6 O -1.577 0.646 1.944  -0.90
7 C -1.255 -1.881 -0.498  -0.99
8 N -2.475 -1.896 0.320  -0.88
9 H 2.938 -2.305 -0.124  0.30
10 H 2.278 -1.476 1.210  0.42
11 H 1.566 -3.108 0.679  0.33
12 H 1.029 -1.812 -1.289  0.19
13 H -0.234 -1.094 1.147  0.11
14 H 0.548 1.019 -0.557  -0.04
15 H -1.197 0.890 -0.697  0.19
16 H -0.823 2.327 1.198  -0.05
17 H 0.412 1.318 1.891  0.22
18 H -0.790 -2.873 -0.475  0.45
19 H -1.440 -1.509 -1.512  0.40
20 H -2.767 -0.919 0.397  0.38
21 H -2.110 -1.949 1.280  0.44
22 H 3.104 -0.310 -0.867  0.41
23 H 4.637 -0.612 -0.249  0.30
24 O 4.025 -0.085 -0.754  -0.73
25 H 1.546 1.455 -2.614  0.34
26 H 2.930 1.742 -2.184  0.31
27 O 2.113 2.210 -2.414  -0.65
28 H -3.201 1.190 0.974  0.38
29 H -3.126 2.178 1.941  0.32
30 O -3.716 1.993 1.192  -0.78
31 H 0.228 -0.163 -2.554  0.11
32 H -0.690 0.062 -3.791  0.33
33 O -0.040 -0.525 -3.403  -0.64
34 H -0.481 3.758 0.076  0.35
35 H 0.611 3.302 -0.951  0.34
36 O 0.052 4.035 -0.674  -0.68
37 H -1.323 -0.493 2.812  0.40
38 H -1.860 -1.340 3.936  0.28
39 O -1.064 -1.347 3.388  -0.74

Cartesian forces (eV/Å) of the 3 atoms listed first:
C 1.1394 1.8287 -0.1357
N -0.2869 -1.8964 -0.7872
C 0.1236 0.7499 0.7365

(6)
This record from OMol25 describes a single C7H12 molecule. The level of theory is ωB97M-V/def2-TZVPD.

Summary:
Maximum force, eV Å⁻¹: 1.98
ΔE to the lowest compared entry with this formula, charge and spin, eV: 3.182
LUMO level, eV: 0.6

Each line ends with the Mulliken charge.
Cartesian coordinates (Å):
1 C -0.970 -0.920 2.045  -1.17
2 C -0.735 0.225 1.057  -0.56
3 C 0.564 0.082 0.254  0.32
4 C 0.545 -1.067 -0.762  -0.59
5 C 0.302 -0.562 -2.115  -0.68
6 C 0.096 0.862 -1.998  -0.37
7 C 0.834 1.242 -0.720  -0.91
8 H -1.889 -0.766 2.622  0.37
9 H -0.139 -1.002 2.756  0.30
10 H -1.064 -1.884 1.533  0.29
11 H -1.590 0.296 0.370  0.25
12 H -0.706 1.175 1.608  0.33
13 H 1.395 -0.035 0.961  0.36
14 H -0.053 -1.942 -0.549  0.39
15 H 1.534 -1.497 -0.930  0.34
16 H 1.909 1.214 -0.982  0.30
17 H 0.336 1.421 -2.901  0.35
18 H -0.996 0.918 -1.890  0.29
19 H 0.627 2.240 -0.358  0.39

Cartesian forces (eV/Å) of the 3 atoms listed first:
C 0.0089 -0.0385 -0.0004
C -0.0530 0.0950 -0.0457
C 0.0031 0.2243 0.1072

(7)
This record from OMol25 describes a single C4H5BO3S molecule. The level of theory is ωB97M-V/def2-TZVPD.

Summary:
Maximum force, eV Å⁻¹: 3.86
ΔE to the lowest compared entry with this formula, charge and spin, eV: 2.508
LUMO level (spin up / spin down), eV: -0.2 / -0.2

Each line ends with the Mulliken charge.
Cartesian coordinates (Å):
1 B -0.250 1.253 -0.253  0.52
2 C -0.076 -1.858 0.190  -0.48
3 C 0.434 -1.433 1.401  -0.18
4 C -0.125 -1.183 -1.000  0.64
5 C 1.142 0.915 0.309  -0.60
6 O -0.110 -0.944 -2.166  -0.39
7 O -1.372 0.537 0.104  -0.50
8 O -0.457 2.220 -1.167  -0.56
9 S 1.335 -0.064 1.643  -0.05
10 H -0.591 -2.832 0.055  0.26
11 H 0.116 -2.098 2.168  0.38
12 H 1.776 1.702 0.333  0.38
13 H -2.081 0.866 -0.351  0.28
14 H 0.260 2.920 -1.266  0.30

Cartesian forces (eV/Å) of the 3 atoms listed first:
B 1.1585 -0.5454 0.9244
C -1.1181 -0.2197 -2.3428
C 0.1533 0.5458 -0.4392

(8)
This record from OMol25 describes 2 unconnected molecules or ions with the total composition C3H9NO. The level of theory is ωB97M-V/def2-TZVPD.

Summary:
Maximum force, eV Å⁻¹: 5.05
SMILES string: C=O.CCN
ΔE to the lowest compared entry with this formula, charge and spin, eV: 2.787
LUMO level, eV: 0.7

Each line ends with the Mulliken charge.
Cartesian coordinates (Å):
1 O 1.235 1.642 1.655  -0.45
2 C 0.275 1.412 0.910  -0.06
3 H -0.679 1.944 1.168  0.27
4 H 0.420 1.374 -0.244  0.21
5 C -0.667 -1.588 0.310  -1.07
6 C 0.082 -1.139 -0.884  -0.37
7 N -0.603 -0.050 -1.644  -0.60
8 H -1.647 -1.018 0.433  0.32
9 H -1.051 -2.576 0.247  0.36
10 H -0.145 -1.437 1.264  0.26
11 H 1.189 -0.883 -0.836  0.34
12 H 0.090 -1.962 -1.583  0.35
13 H -0.307 -0.192 -2.594  0.22
14 H -1.672 -0.145 -1.603  0.22

Cartesian forces (eV/Å) of the 3 atoms listed first:
O -1.7515 -1.6627 -1.0618
C 2.2967 4.4272 -0.7917
H -0.2362 -1.3582 0.3321

Repeat the eighth record exactly.
This record from OMol25 describes 2 unconnected molecules or ions with the total composition C3H9NO. The level of theory is ωB97M-V/def2-TZVPD.

Summary:
Maximum force, eV Å⁻¹: 5.05
SMILES string: C=O.CCN
ΔE to the lowest compared entry with this formula, charge and spin, eV: 2.787
LUMO level, eV: 0.7

Each line ends with the Mulliken charge.
Cartesian coordinates (Å):
1 O 1.235 1.642 1.655  -0.45
2 C 0.275 1.412 0.910  -0.06
3 H -0.679 1.944 1.168  0.27
4 H 0.420 1.374 -0.244  0.21
5 C -0.667 -1.588 0.310  -1.07
6 C 0.082 -1.139 -0.884  -0.37
7 N -0.603 -0.050 -1.644  -0.60
8 H -1.647 -1.018 0.433  0.32
9 H -1.051 -2.576 0.247  0.36
10 H -0.145 -1.437 1.264  0.26
11 H 1.189 -0.883 -0.836  0.34
12 H 0.090 -1.962 -1.583  0.35
13 H -0.307 -0.192 -2.594  0.22
14 H -1.672 -0.145 -1.603  0.22

Cartesian forces (eV/Å) of the 3 atoms listed first:
O -1.7515 -1.6627 -1.0618
C 2.2967 4.4272 -0.7917
H -0.2362 -1.3582 0.3321